(1)
Formula: C17H55NO10
Source: the OMol25 dataset
Level of theory: ωB97M-V/def2-TZVPD

Each line ends with the Löwdin charge.
Atoms and positions in Å:
C (0.328171, 1.417604, -3.006974)  -0.053
C (1.183071, 2.536354, -3.509964)  -0.527
C (1.114831, 2.565964, -5.051514)  -0.046
O (0.564041, 3.670924, -3.082924)  -0.034
H (0.010841, 1.534044, -1.970704)  0.058
H (0.846591, 0.461274, -3.076104)  0.068
H (-0.610309, 1.335614, -3.555264)  0.085
H (2.165331, 2.418394, -3.052434)  0.140
H (1.426071, 3.523844, -5.468284)  0.074
H (0.096741, 2.537924, -5.439844)  0.077
H (1.534771, 1.698234, -5.560224)  0.080
H (1.215071, 4.356344, -3.250094)  0.099
C (5.977991, 1.273804, -0.685944)  -0.036
C (5.310991, 2.241444, 0.370996)  -0.491
C (4.621191, 1.516694, 1.487736)  -0.077
O (6.294381, 2.979674, 1.043946)  -0.044
H (6.029951, 1.743454, -1.668204)  0.066
H (5.351041, 0.394574, -0.834294)  0.060
H (6.956741, 0.961394, -0.321884)  0.075
H (4.562661, 2.794414, -0.196744)  0.116
H (5.328821, 0.798154, 1.901346)  0.082
H (3.740391, 0.957784, 1.171646)  0.065
H (4.302151, 2.192654, 2.281076)  0.079
H (6.206321, 3.935144, 1.013756)  0.097
C (-5.637389, -1.322156, 0.577526)  -0.053
C (-4.718439, -2.474646, 1.016866)  -0.411
C (-4.725049, -3.613056, -0.000454)  -0.224
O (-5.922369, -4.331036, 0.073156)  -0.158
C (-6.015979, -5.409146, -0.800354)  -0.128
N (-3.399279, -1.877876, 1.293746)  0.044
H (-6.596139, -1.717146, 0.241546)  0.075
H (-5.112059, -0.871306, -0.264414)  0.056
H (-5.999779, -0.609226, 1.318136)  0.080
H (-4.997369, -2.885506, 1.987176)  0.127
H (-3.757929, -4.110666, 0.071296)  0.126
H (-4.735709, -3.124546, -0.974804)  0.125
H (-6.350409, -6.330386, -0.323304)  0.091
H (-5.048229, -5.731406, -1.184674)  0.077
H (-6.460829, -5.156006, -1.762704)  0.089
H (-3.362729, -0.896166, 1.059216)  0.037
H (-2.654879, -2.299446, 0.756866)  0.051
C (2.685261, -4.205546, 1.317186)  -0.127
O (2.444331, -2.865026, 0.941876)  -0.128
H (3.754711, -4.404556, 1.248066)  0.084
H (2.391281, -4.300846, 2.362456)  0.083
H (2.129091, -4.919456, 0.709646)  0.087
H (3.306651, -2.461566, 1.065246)  0.090
C (1.748311, -2.082856, -2.701414)  -0.189
O (0.384641, -2.134706, -2.369594)  -0.125
H (2.194781, -3.027506, -2.390954)  0.071
H (1.742731, -2.032376, -3.790234)  0.077
H (2.382881, -1.272506, -2.342584)  0.070
H (0.289931, -1.809676, -1.471264)  0.020
C (0.076481, -0.311936, 0.919826)  -0.138
O (0.116741, -1.597206, 0.372266)  -0.125
H (-0.790579, -0.048596, 1.525596)  0.055
H (0.994221, -0.004556, 1.421196)  0.077
H (0.011171, 0.327164, 0.039266)  0.062
H (0.793341, -2.079076, 0.853536)  0.041
C (-3.207599, 0.753174, -1.688234)  -0.181
O (-4.158329, 1.382074, -0.893064)  -0.110
H (-3.318639, 0.764494, -2.772504)  0.083
H (-2.256999, 1.275524, -1.580524)  0.051
H (-2.964699, -0.259996, -1.367924)  0.077
H (-4.258219, 2.288834, -1.192054)  0.088
C (1.426791, 0.187864, 5.150676)  -0.177
O (1.920531, -1.053236, 5.544276)  -0.124
H (1.939571, 0.912674, 5.782986)  0.082
H (1.468101, 0.347694, 4.073256)  0.068
H (0.355241, 0.174304, 5.349936)  0.074
H (1.682241, -1.228166, 6.457636)  0.078
C (-2.311169, 2.354814, 1.847826)  -0.145
O (-1.374979, 3.058104, 2.650336)  -0.131
H (-2.273969, 2.684504, 0.809546)  0.071
H (-2.222419, 1.269904, 1.904296)  0.056
H (-3.237559, 2.837064, 2.159836)  0.084
H (-1.402719, 2.737874, 3.554926)  0.077
C (1.337041, 3.565074, 0.953226)  -0.176
O (2.258681, 4.070504, 0.027056)  -0.101
H (0.450611, 4.139704, 1.221816)  0.071
H (0.929531, 2.623144, 0.586056)  0.056
H (1.750771, 3.149644, 1.872106)  0.075
H (1.748911, 4.109234, -0.785494)  0.054

Forces on the atoms, in the same order (eV/Å):
C -0.43 -1.32 0.32
C -0.84 -2.05 -1.49
C 0.05 -0.28 -0.44
O -0.19 2.67 1.35
H 0.40 0.25 0.19
H -0.12 -0.07 -0.10
H 0.07 0.04 -0.26
H 0.46 0.14 -0.42
H 0.85 -0.12 0.04
H -0.52 -0.08 0.79
H 0.71 0.20 0.11
H -0.34 0.70 0.00
C -0.70 0.57 0.87
C -0.24 -1.07 -0.97
C -0.52 -1.02 0.20
O 1.21 0.80 -0.15
H 0.38 0.17 0.12
H -0.05 -0.13 0.17
H 0.01 0.03 -0.15
H 0.17 0.72 0.26
H 0.01 -0.04 0.26
H -0.10 -0.07 -0.21
H 0.12 0.11 -0.10
H -0.36 -0.09 -0.31
C -0.78 -1.09 -0.27
C -0.34 0.98 1.19
C 0.18 2.01 -0.69
O 0.08 -0.45 1.17
C 1.38 -0.72 -1.06
N 0.59 -0.36 -0.40
H 0.04 -0.31 -0.44
H -0.39 0.47 0.07
H 0.94 0.17 0.28
H -0.63 -0.22 -0.08
H -0.26 -1.04 0.22
H 0.40 0.13 -0.50
H -0.84 0.39 0.05
H 0.73 0.14 0.34
H -1.04 0.04 0.26
H -0.28 0.10 -0.09
H 0.23 -0.24 -0.01
C 0.06 -0.45 0.77
O 0.40 0.22 -0.38
H -0.04 -0.33 -0.10
H -0.03 -0.41 0.07
H -0.01 0.24 -0.10
H -0.27 0.65 -0.14
C -0.07 -1.03 -0.96
O -0.15 0.78 0.09
H 0.46 -0.04 -0.07
H 0.45 -0.07 -0.10
H -0.44 0.36 0.42
H -0.25 -0.11 0.63
C 0.02 1.43 -1.15
O -0.43 -0.42 0.51
H 0.00 -0.65 0.29
H 0.08 -0.27 0.26
H -0.07 0.54 0.07
H 0.33 -0.53 -0.08
C 2.23 0.21 -0.44
O -0.94 -0.12 0.22
H -0.92 -0.13 -0.10
H 0.38 0.12 0.18
H -0.66 -0.08 0.17
H -0.03 0.02 -0.02
C -1.03 0.13 0.85
O 0.80 -1.55 -0.51
H -0.22 0.79 -0.63
H 0.78 -0.07 0.12
H -0.28 0.57 0.20
H -0.05 0.13 -0.07
C -0.79 1.38 0.29
O 1.32 -0.06 -0.33
H 0.82 -0.14 -0.05
H -0.40 0.16 0.16
H -0.87 -1.21 0.00
H -0.18 -0.11 -0.07
C -1.05 -2.01 0.63
O 0.05 0.44 0.20
H 0.35 0.69 -0.16
H -0.39 -0.19 -0.55
H 0.81 0.88 0.14
H 0.14 0.13 -0.35

Output
- SMILES string = COC[C@H](C)N.CC(C)O.CC(C)O.CO.CO.CO.CO.CO.CO.CO
- multiplicity = 1
- ΔE to the lowest compared entry with this formula, charge and spin (kJ/mol) = 284.1
- E_tot (Eh) = -1487.6131
- orbital gap (eV) = 9.3

(2)
Formula: C23H35NO6
Source: the OMol25 dataset
Level of theory: ωB97M-V/def2-TZVPD

Each line ends with the Löwdin charge.
Atoms and positions in Å:
C (4.560580, -3.201414, 0.931212)  -0.093
C (3.038580, -3.226724, 1.007547)  -0.272
N (2.490712, -2.534453, -0.178424)  -0.005
C (1.228041, -1.878060, 0.048457)  -0.186
C (0.225751, -2.470241, 0.820210)  0.067
C (-0.986391, -1.822569, 1.033604)  -0.080
C (-1.214198, -0.575218, 0.453372)  -0.085
C (-0.219454, 0.027671, -0.302288)  0.060
C (1.013795, -0.602327, -0.506012)  -0.132
C (2.096844, 0.080156, -1.306029)  -0.109
C (2.404307, 1.497929, -0.783593)  -0.094
C (3.004741, 1.460659, 0.584574)  -0.509
O (2.435358, 1.101195, 1.562280)  0.149
O (4.321784, 1.867038, 0.637533)  0.068
C (-2.520987, 0.092041, 0.639479)  -0.343
O (-2.818895, 1.081410, 0.012681)  0.111
C (-3.471978, -0.491738, 1.609781)  0.037
C (-3.233806, -1.673338, 2.170769)  0.024
C (-2.028594, -2.466606, 1.874534)  -0.349
O (-1.883550, -3.590350, 2.300123)  0.099
H (5.020593, -3.721827, 1.764165)  0.069
H (4.872399, -2.159915, 0.912290)  0.069
H (4.883156, -3.628145, -0.014727)  0.068
H (2.721948, -2.714352, 1.909320)  0.117
H (2.710409, -4.265404, 1.054315)  0.107
H (2.313973, -3.244671, -0.881454)  0.129
H (0.397287, -3.437031, 1.268672)  0.123
H (-0.388709, 0.998225, -0.741190)  0.126
H (1.833088, 0.124704, -2.358922)  0.124
H (3.011817, -0.489726, -1.208483)  0.106
H (3.077011, 2.008425, -1.463834)  0.116
H (1.504550, 2.104827, -0.744904)  0.117
H (4.304932, 2.692281, 1.142113)  0.110
H (-4.360468, 0.085552, 1.806682)  0.121
H (-3.924519, -2.116541, 2.872302)  0.123
C (1.506812, 6.595964, 0.874454)  -0.076
C (2.935454, 6.131436, 1.095536)  -0.279
O (3.453532, 5.334662, 0.042676)  -0.176
C (3.510416, 5.945282, -1.234800)  -0.281
C (4.373601, 7.193564, -1.287502)  -0.077
H (0.845606, 5.741794, 0.722003)  0.081
H (1.157984, 7.154490, 1.743258)  0.078
H (1.417262, 7.248025, 0.004794)  0.067
H (2.976453, 5.497300, 1.981827)  0.117
H (3.595194, 6.984058, 1.289272)  0.108
H (2.500113, 6.158078, -1.601703)  0.108
H (3.930009, 5.186242, -1.895477)  0.117
H (3.984280, 7.989158, -0.651122)  0.067
H (4.413888, 7.575910, -2.307614)  0.078
H (5.388968, 6.969373, -0.958160)  0.082
C (-6.577889, -2.995308, -1.995711)  -0.079
C (-6.464148, -4.504243, -1.858146)  -0.284
O (-5.138731, -4.993312, -1.938724)  -0.158
C (-4.238978, -4.509981, -0.957632)  -0.278
C (-4.638685, -4.825970, 0.473549)  -0.067
H (-6.136184, -2.662862, -2.935979)  0.081
H (-7.626655, -2.696791, -1.978737)  0.076
H (-6.071664, -2.469715, -1.184617)  0.061
H (-6.996092, -4.984832, -2.679486)  0.117
H (-6.942741, -4.844261, -0.932608)  0.106
H (-4.083292, -3.430973, -1.083303)  0.104
H (-3.285636, -4.989478, -1.180965)  0.120
H (-5.584820, -4.355026, 0.747136)  0.069
H (-3.873147, -4.452072, 1.151391)  0.048
H (-4.751015, -5.901995, 0.610204)  0.085

Forces on the atoms, in the same order (eV/Å):
C -0.39 0.38 -0.30
C 0.60 -0.06 -0.28
N -0.65 -0.22 0.41
C -0.17 0.26 0.05
C 0.05 0.34 -0.14
C 0.38 -0.10 -0.12
C 0.23 -0.10 -0.02
C 0.43 -0.51 -0.07
C -0.27 -0.23 0.02
C 0.04 0.32 0.61
C -0.10 -0.08 -0.71
C 0.49 0.12 -0.24
O -0.56 -0.19 0.71
O -0.27 0.42 -0.30
C 0.10 0.09 -0.10
O -0.19 0.48 -0.17
C 0.25 -0.25 -0.01
C -0.43 0.06 0.24
C 0.55 0.14 -0.30
O -0.17 -0.25 0.25
H 0.10 -0.09 0.08
H 0.20 0.08 0.17
H 0.15 -0.25 -0.02
H -0.21 0.08 0.09
H -0.24 -0.08 0.15
H 0.26 0.14 -0.22
H -0.09 -0.10 0.06
H -0.20 0.11 0.02
H -0.08 0.05 -0.14
H 0.08 -0.31 -0.19
H 0.19 -0.04 -0.07
H -0.19 0.04 0.17
H 0.39 -0.10 0.21
H -0.15 0.07 0.03
H -0.10 -0.11 0.06
C -0.01 -0.02 -0.11
C -0.05 0.08 0.06
O 0.05 -0.24 0.11
C -0.01 0.04 -0.13
C 0.01 0.01 0.13
H 0.00 0.00 0.02
H 0.01 -0.02 0.02
H 0.02 0.05 0.03
H 0.03 -0.04 -0.02
H -0.02 0.03 -0.04
H 0.00 0.05 0.03
H 0.00 -0.05 0.05
H -0.04 0.02 -0.05
H 0.01 -0.02 -0.02
H 0.01 -0.01 -0.02
C 0.09 0.03 0.02
C -0.09 0.02 0.02
O 0.04 -0.08 -0.09
C 0.05 0.07 0.07
C -0.15 0.06 -0.11
H -0.01 0.00 -0.01
H -0.01 -0.02 -0.02
H -0.05 -0.01 0.03
H 0.04 -0.03 -0.01
H 0.01 0.05 0.03
H -0.03 0.01 0.04
H -0.02 -0.03 -0.05
H 0.02 0.05 0.00
H 0.02 -0.13 0.06
H 0.05 0.00 0.03

Output
- SMILES string = CCNc1cc2c(cc1CCC(=O)O)C(=O)C=CC2=O.CCOCC.CCOCC
- multiplicity = 1
- E_tot (Eh) = -1403.5589
- orbital gap (eV) = 8.1